A molecular structure, C39H51N4O3P2SSi2Ti, computed with ωB97M-V with the def2-TZVPD basis set.

XYZ file:
```
103
Properties=species:S:1:pos:R:3:forces:R:3
Ti 0.13506 0.31063 0.03046 0.6418 0.2898 0.5253
C 0.47590 3.59428 2.91042 -0.0396 0.0389 -0.0418
Si -0.97175 3.21946 1.77016 0.1033 -0.1614 0.0237
C -0.63948 4.24968 0.23929 -0.0103 -0.1150 -0.0160
C -2.57263 3.86358 2.50415 0.0348 -0.0161 -0.0049
N -1.05258 1.54024 1.35966 -0.3713 0.0726 0.0047
P -1.64901 0.16117 2.01064 -0.1955 -0.0427 0.0876
C -0.59467 -1.08719 1.61056 0.0885 0.2873 -0.2457
P 0.97228 -0.97103 2.20206 0.1976 -0.0077 0.0256
N 1.75468 0.19967 1.34358 0.1178 -0.3397 -0.0481
Si 3.48500 0.45323 1.25482 -0.2509 -0.0257 0.0719
C 4.28020 0.60353 2.95289 0.0530 -0.0330 -0.0813
C 4.42605 -0.96249 0.45313 -0.0450 0.1024 -0.0258
C 3.79072 2.09814 0.41740 -0.0134 -0.0679 -0.0384
C 1.86412 -2.52293 1.91543 -0.0053 -0.0102 0.1885
C 1.61447 -3.19372 0.72215 -0.1684 0.0252 -0.2418
C 2.35488 -4.31236 0.38391 0.0537 -0.0629 0.0072
C 3.34143 -4.78482 1.24327 -0.0246 0.0206 -0.0084
C 3.58116 -4.13259 2.44229 -0.0471 0.0231 -0.0102
C 2.84629 -3.00051 2.77423 0.0361 -0.0445 0.0307
C 1.07916 -0.65486 3.98193 -0.0342 -0.0453 -0.0097
C 1.52548 0.56614 4.46359 0.0062 0.0717 0.0002
C 1.50793 0.83432 5.82502 -0.0310 -0.0045 0.0183
C 1.02043 -0.11405 6.70913 0.0022 -0.0178 -0.0017
C 0.54404 -1.32990 6.23183 0.0261 0.0222 0.0085
C 0.57445 -1.59948 4.87507 -0.0299 -0.0253 -0.0073
C -3.25083 -0.15393 1.20189 0.0691 -0.0111 -0.0184
C -4.31243 0.73401 1.36482 0.0177 0.0555 0.0312
C -5.49981 0.54006 0.68120 -0.0280 -0.0367 -0.0395
C -5.63662 -0.54733 -0.17549 0.0117 0.0157 0.0196
C -4.58619 -1.43677 -0.33708 -0.0155 -0.0075 0.0101
C -3.39510 -1.24321 0.35234 0.0661 -0.0879 -0.0186
C -2.14666 0.22382 3.76663 -0.0845 -0.0263 -0.0848
C -2.89652 -0.86539 4.21749 0.0094 0.0033 -0.0316
C -3.30217 -0.94408 5.53625 -0.0016 0.0184 0.0492
C -2.96392 0.06644 6.42928 -0.0168 -0.0291 -0.0022
C -2.21164 1.14341 5.99514 -0.0025 -0.0261 -0.0386
C -1.80492 1.21779 4.66860 0.1011 0.0786 0.0064
H 0.64290 4.67206 2.93326 0.0208 0.0956 0.0111
H 1.37835 3.12733 2.51144 0.0372 -0.0237 -0.0549
H 0.36172 3.25967 3.93962 -0.0190 -0.0380 0.0565
H -0.47532 5.27908 0.55459 0.0111 0.1419 0.0342
H -1.47595 4.24887 -0.45981 -0.0542 0.0134 -0.0436
H 0.24491 3.92356 -0.30953 0.0400 -0.0144 0.0106
H -2.42696 4.89443 2.82811 -0.0089 0.1181 0.0288
H -2.93415 3.29691 3.36094 0.0091 -0.0443 0.0344
H -3.35827 3.86564 1.74749 -0.0518 0.0035 -0.0618
H 4.05612 -0.23524 3.61175 -0.0101 -0.0438 0.0129
H 4.02495 1.52105 3.47989 0.0004 0.0788 0.0153
H 5.35919 0.60681 2.78654 0.1224 0.0178 0.0211
H 4.63320 -1.74318 1.18416 0.0182 -0.0390 0.0370
H 5.38415 -0.58326 0.09332 0.1038 0.0162 -0.0662
H 3.89008 -1.41098 -0.37967 -0.0467 -0.0044 -0.0534
H 3.31328 2.90170 0.97899 -0.0562 0.0533 0.0657
H 3.43455 2.13825 -0.60922 -0.0371 0.0004 -0.0668
H 4.86038 2.30645 0.39999 0.1318 0.0260 0.0048
H 0.82569 -2.83815 0.05654 0.1284 -0.0243 0.1686
H 2.15739 -4.82404 -0.54909 0.0025 -0.0234 -0.0251
H 3.91476 -5.66416 0.98031 0.0088 -0.0148 -0.0080
H 4.33989 -4.49801 3.12116 0.0287 -0.0197 0.0112
H 3.05151 -2.49071 3.70760 -0.0323 0.0269 0.0205
H 1.88082 1.31216 3.76789 -0.0368 -0.0406 0.0072
H 1.86545 1.78810 6.19095 0.0145 0.0269 0.0133
H 0.99896 0.09383 7.77056 -0.0007 0.0101 0.0378
H 0.14588 -2.06519 6.91782 -0.0142 -0.0162 0.0285
H 0.19173 -2.54297 4.50381 -0.0012 -0.0207 -0.0339
H -4.21425 1.58229 2.03195 0.0327 0.0137 0.0293
H -6.32009 1.23231 0.81548 -0.0278 0.0228 0.0014
H -6.56378 -0.69835 -0.71180 -0.0305 -0.0075 -0.0216
H -4.68821 -2.28335 -1.00224 -0.0067 -0.0296 -0.0335
H -2.55682 -1.92080 0.22893 -0.0523 0.0351 0.0199
H -3.15953 -1.65706 3.52636 -0.0072 -0.0114 -0.0304
H -3.88490 -1.79248 5.86905 -0.0190 -0.0220 0.0191
H -3.28390 0.00819 7.46088 -0.0116 -0.0045 0.0364
H -1.93224 1.92795 6.68501 0.0127 0.0330 0.0341
H -1.20549 2.05848 4.35177 -0.0093 -0.0232 -0.0197
C -0.94579 1.79137 -3.76340 -0.0776 -0.0498 0.0258
C -1.52760 1.15056 -2.51512 0.0132 0.0919 -0.0298
C -3.03001 1.36062 -2.38624 0.0358 -0.0051 -0.0271
O -0.86002 1.75042 -1.37942 -0.0799 -0.2426 0.0480
C -1.22014 -0.35085 -2.47128 -0.1375 0.0517 -0.2399
O -1.38934 -1.04870 -3.46651 0.0310 0.0194 0.1123
O -0.77486 -0.79069 -1.34990 -0.0982 -0.2940 -0.1508
H -1.22981 2.84302 -3.80297 -0.0027 0.0231 0.0128
H -1.32498 1.27930 -4.64520 -0.0037 -0.0122 -0.0182
H 0.14149 1.71794 -3.74920 -0.0056 -0.0267 0.0066
H -3.25928 2.42596 -2.44298 -0.0134 0.0214 0.0078
H -3.40745 0.95932 -1.44128 0.0316 0.0037 -0.0090
H -3.54330 0.84668 -3.19687 -0.0057 -0.0056 -0.0408
H -1.50167 1.90986 -0.66398 -0.0663 0.1796 -0.0184
C 4.64775 -0.93235 -3.47690 0.0153 0.0401 0.0123
N 3.36140 -1.59242 -3.56946 -0.0643 -0.0779 -0.0069
C 3.10508 -2.75371 -4.27160 -0.2130 -0.1285 -0.0509
C 1.79349 -3.03388 -4.11214 0.1927 0.0095 -0.0556
N 1.26710 -2.04941 -3.31040 -0.0174 0.0852 0.1280
C 2.22658 -1.16141 -2.97517 -0.2656 0.0080 0.2511
S 2.12731 0.22791 -2.00530 0.0952 0.2021 -0.1588
H 5.31199 -1.39108 -4.20535 0.0249 0.0173 0.0220
H 5.05890 -1.04353 -2.47478 0.0062 0.0360 -0.0018
H 4.53097 0.12711 -3.69819 0.0139 -0.0241 0.0254
H 3.87384 -3.26453 -4.81793 0.0443 -0.0470 -0.0432
H 1.19424 -3.83426 -4.49937 -0.0369 -0.0572 -0.0360
H 0.27074 -1.93138 -3.09337 0.1733 0.0326 -0.0995
```
Forces are in eV/Å.

As for the gap between HOMO and LUMO (alpha / beta): 0.28095 / 0.30163 Eh. Its multiplicity is 2. As for the largest force on an atom: 0.88 eV/Å. As for the energy: -4471.1167 hartree. For the HOMO energy (alpha / beta), the calculation gives -6.985 / -7.548 eV. Its energy above the lowest of the compared OMol25 structures with the same formula, charge and spin is 0.9 kcal per mole.

Löwdin population analysis, charges in e, atoms 1 to 5: atom 1 (Ti): 0.808, atom 2 (C): -0.162, atom 3 (Si): 0.345, atom 4 (C): -0.170, atom 5 (C): -0.171